Computed, not measured: one molecule with the formula C4H3ClO2 in a non-equilibrium geometry, with the ωB97M-V functional and the def2-TZVPD basis.

Last column: Mulliken charge in e.
Geometry (Å):
1 C 0.3770 1.7253 -0.0180  0.49
2 C -1.7460 -0.9972 0.2964  -0.24
3 C 0.0133 0.4614 -0.1358  0.38
4 C 1.1618 -0.5481 -0.0851  -0.96
5 O 0.8143 2.7927 0.1973  -0.38
6 O -1.3306 0.1433 -0.2622  -0.18
7 Cl -3.3736 -1.3425 0.0278  -0.05
8 H 0.7261 -1.2615 0.7339  0.35
9 H 2.0406 0.0671 0.2533  0.31
10 H 1.3170 -1.0406 -1.0075  0.28

Forces on atoms 1 to 2 (eV/Å):
0.0 0.9 0.6
2.4 0.6 0.2

HOMO level	-8.889	eV
frontier orbital gap	9.0046	eV
calculated total energy	-20809.6238	eV
charge	0
energy relative to the best compared isomer or geometry (same formula, charge and spin)	365.86	kJ/mol
LUMO	0.00425	Ha

=====

Computed, not measured: one molecule with the formula C4H3ClOS in a non-equilibrium geometry, with the ωB97M-V functional and the def2-TZVPD basis.

Last column: Mulliken charge in e.
Geometry (Å):
1 S -1.5097 -1.7831 1.6273  -0.23
2 C -0.4417 -0.7184 0.7718  0.34
3 C 0.6653 -1.2381 0.0499  -0.52
4 O 1.1217 -0.3604 -0.8433  -0.29
5 C 0.4888 0.8236 -0.6033  0.25
6 Cl 0.9803 2.1086 -1.4612  -0.18
7 C -0.5940 0.6201 0.2180  -0.27
8 H -2.1327 -0.6411 2.1141  0.11
9 H 1.2405 -2.0907 0.1467  0.50
10 H -1.3025 1.3739 0.6711  0.29

Forces on atoms 1 to 2 (eV/Å):
-0.9 1.8 0.9
2.8 -0.9 -3.4

SMILES string	Sc1coc(Cl)c1
HOMO level	-8.144	eV
frontier orbital gap	8.9031	eV
calculated total energy	-29600.0672	eV
charge	0
energy relative to the best compared isomer or geometry (same formula, charge and spin)	105.12	kJ/mol
LUMO	0.02791	Ha

=====

Computed, not measured: C4H3CsLiMgO2 as an isolated structure in a non-equilibrium geometry, with the ωB97M-V functional and the def2-TZVPD basis.

Last column: Mulliken charge in e.
Geometry (Å):
1 O 5.1691 -0.6188 -0.1584  -0.71
2 C 3.8822 -0.3133 -0.3792  0.76
3 C 2.8782 -0.9601 0.2860  -0.81
4 Mg 4.6808 -1.7102 1.3818  0.71
5 Li 2.0194 -2.4973 -0.8045  0.83
6 H 3.7097 0.6094 -0.9645  0.33
7 C 0.4110 -1.1597 0.7184  -0.05
8 C 1.4743 -0.5592 0.1020  -0.77
9 O -0.8472 -0.8510 0.5969  -0.78
10 H 0.6439 -2.0140 1.3898  0.25
11 H 1.2426 0.2732 -0.5825  0.24
12 Cs -4.5939 1.1572 -0.1861  0.99

Forces on atoms 1 to 2 (eV/Å):
0.6 -0.1 0.2
0.4 -0.4 1.2

HOMO level	-8.099	eV
frontier orbital gap	4.1579	eV
calculated total energy	-14481.3650	eV
charge	+1
energy relative to the best compared isomer or geometry (same formula, charge and spin)	0.00	kJ/mol
LUMO	-0.14482	Ha

=====

Computed, not measured: one molecule with the formula C4H3F in a non-equilibrium geometry, with the ωB97M-V functional and the def2-TZVPD basis.

Last column: Mulliken charge in e.
Geometry (Å):
1 C 2.1250 -0.2318 0.0514  -0.11
2 C 0.9071 -0.2465 -0.1353  -0.20
3 C -0.6018 0.0306 -0.1360  0.42
4 C -1.4934 -0.9252 0.0121  -0.71
5 F -0.5341 1.3138 0.0444  -0.18
6 H 3.1933 -0.7630 0.4011  0.28
7 H -1.2970 -1.9719 -0.1119  0.31
8 H -2.7111 -0.8528 0.5582  0.19

Forces on atoms 1 to 2 (eV/Å):
0.8 -2.7 0.9
0.8 -0.7 -0.2

SMILES string	C#CC(=C)F
HOMO level	-9.687	eV
frontier orbital gap	10.6390	eV
calculated total energy	-6908.9580	eV
charge	0
energy relative to the best compared isomer or geometry (same formula, charge and spin)	228.63	kJ/mol
LUMO	0.03498	Ha

=====

Computed, not measured: a 2-piece molecular cluster, C4H3F2I overall in a non-equilibrium geometry, with the ωB97M-V functional and the def2-TZVPD basis.

Last column: Mulliken charge in e.
Geometry (Å):
1 C -0.3088 0.5973 -0.7749  -0.59
2 C -0.5623 0.3539 0.4724  -0.21
3 C -0.6674 2.1948 1.6975  -0.01
4 C -1.1793 3.3701 2.2016  0.08
5 F 0.4799 1.7962 2.3651  -0.20
6 F -0.7015 3.9122 3.3172  -0.19
7 I -2.7831 4.1641 1.1682  0.23
8 H -0.3137 -0.2558 -1.5638  0.21
9 H -0.3308 1.5818 -1.1077  0.30
10 H -0.4905 -0.2225 1.3509  0.37

Forces on atoms 1 to 2 (eV/Å):
-0.9 -3.4 -0.5
0.5 -0.4 0.0

spin multiplicity	3
HOMO level (spin up / spin down)	-6.033 / -9.401	eV
frontier orbital gap (spin up / spin down)	5.8849 / 6.5074	eV
calculated total energy	-17723.4494	eV
charge	0
energy relative to the best compared isomer or geometry (same formula, charge and spin)	326.40	kJ/mol
⟨S²⟩	2.045
LUMO (spin up / spin down)	-0.00543 / -0.10635	Ha

=====

Computed, not measured: one molecule with the formula C4H3F2N3O4 in a non-equilibrium geometry, with the ωB97M-V functional and the def2-TZVPD basis.

Last column: Mulliken charge in e.
Geometry (Å):
1 C 2.8185 0.1877 0.2790  -0.70
2 O 1.4241 -0.0028 0.0960  -0.29
3 C 0.6334 1.1116 -0.0404  0.60
4 O 1.0021 2.2124 -0.2631  -0.52
5 C -0.7779 0.7602 0.0570  -0.36
6 C -1.1159 -0.4885 0.3779  0.79
7 N -1.4048 -1.6194 0.6754  -0.20
8 N -1.3952 -2.6396 -0.2094  0.27
9 F -2.1492 -2.3345 -1.3703  -0.17
10 F -2.1326 -3.6730 0.4035  -0.17
11 N -1.8841 1.6530 -0.1225  0.97
12 O -2.8163 1.5396 0.5458  -0.56
13 O -1.6957 2.3743 -1.0524  -0.54
14 H 2.9661 0.8332 1.0968  0.35
15 H 3.2442 0.9361 -0.5104  0.28
16 H 3.2834 -0.8502 0.0370  0.25

Forces on atoms 1 to 2 (eV/Å):
1.2 0.3 -4.0
-1.4 0.6 0.0

SMILES string	COC(=O)C(=C=NN(F)F)[N+](=O)[O-]
HOMO level	-10.966	eV
frontier orbital gap	10.1350	eV
calculated total energy	-22281.8019	eV
charge	0
energy relative to the best compared isomer or geometry (same formula, charge and spin)	107.52	kJ/mol
LUMO	-0.03053	Ha

=====

Computed, not measured: one molecule with the formula C4H3F3 in a non-equilibrium geometry, with the ωB97M-V functional and the def2-TZVPD basis.

Last column: Mulliken charge in e.
Geometry (Å):
1 F 2.2843 -0.7315 0.5241  -0.21
2 C 1.6049 0.2765 0.0085  0.45
3 F 2.5737 1.1261 -0.4950  -0.23
4 C 0.3344 0.3293 -0.0139  -0.13
5 C -1.1196 0.5986 -0.2573  -0.47
6 C -0.9150 -0.7387 0.2847  0.00
7 F -1.0553 -1.7915 -0.5980  -0.26
8 H -1.3999 1.1940 0.5729  0.23
9 H -1.4004 0.7728 -1.3534  0.25
10 H -0.9070 -1.0357 1.3273  0.36

Forces on atoms 1 to 2 (eV/Å):
0.2 -0.5 0.3
2.7 0.5 -0.7

SMILES string	FC(F)=C1C[C@H]1F
HOMO level	-10.112	eV
frontier orbital gap	10.9939	eV
calculated total energy	-12345.6375	eV
charge	0
energy relative to the best compared isomer or geometry (same formula, charge and spin)	190.08	kJ/mol
LUMO	0.03243	Ha

=====

Computed, not measured: a 2-piece molecular cluster, C4H3F3 overall in a non-equilibrium geometry, with the ωB97M-V functional and the def2-TZVPD basis.

Last column: Mulliken charge in e.
Geometry (Å):
1 C 0.5763 1.6195 0.0682  0.02
2 C 1.2161 2.6405 0.0034  0.35
3 C 3.9973 -0.8275 -0.1295  0.07
4 C -0.1070 0.3702 0.4367  -0.85
5 F 1.7118 3.8015 -0.3950  -0.23
6 F 2.9767 -0.6016 0.5856  -0.01
7 F 3.7573 -1.8604 -0.8443  -0.07
8 H -0.7544 0.1747 -0.3764  0.29
9 H -0.7267 0.4878 1.3435  0.26
10 H 0.7121 -0.4462 0.5880  0.17

Forces on atoms 1 to 2 (eV/Å):
0.7 0.7 0.9
-0.3 0.8 -1.2

HOMO level	-10.061	eV
frontier orbital gap	10.4211	eV
calculated total energy	-12343.6920	eV
charge	0
energy relative to the best compared isomer or geometry (same formula, charge and spin)	377.79	kJ/mol
LUMO	0.01323	Ha

=====

Computed, not measured: a 2-piece molecular cluster, C4H3F3 overall in a non-equilibrium geometry, with the ωB97M-V functional and the def2-TZVPD basis.

Last column: Mulliken charge in e.
Geometry (Å):
1 C -1.7746 -1.0905 0.0118  -0.65
2 C -1.2953 -0.0214 0.3330  0.08
3 C -0.3485 1.0054 0.3429  -0.08
4 C 1.2910 -0.1537 -0.3206  0.27
5 F -0.4004 1.9158 -0.6669  -0.22
6 F 0.9391 -1.4601 -0.3059  -0.19
7 F 2.2339 0.1857 0.4765  -0.18
8 H -2.2050 -2.0443 0.2381  0.30
9 H 0.1799 1.4101 1.2120  0.35
10 H 1.3799 0.2531 -1.3208  0.31

Forces on atoms 1 to 2 (eV/Å):
-4.4 -5.6 -3.1
6.0 7.2 2.9

spin multiplicity	3
HOMO level (spin up / spin down)	-4.605 / -10.069	eV
frontier orbital gap (spin up / spin down)	4.7567 / 7.2618	eV
calculated total energy	-12340.0410	eV
charge	0
energy relative to the best compared isomer or geometry (same formula, charge and spin)	308.00	kJ/mol
⟨S²⟩	2.033
LUMO (spin up / spin down)	0.00556 / -0.10316	Ha

=====

Computed, not measured: a 2-piece molecular cluster, C4H3F3O3S overall in a non-equilibrium geometry, with the ωB97M-V functional and the def2-TZVPD basis.

Last column: Mulliken charge in e.
Geometry (Å):
1 C 2.5660 -0.1893 0.4819  -0.49
2 C 2.1112 -1.0106 -0.4534  -0.20
3 C -1.9977 0.9969 0.0341  0.07
4 C -2.5403 -0.0679 1.0569  0.90
5 O -2.5300 1.9935 -0.3566  -0.32
6 O 1.3492 1.4602 -1.7243  -0.47
7 O 0.4579 -0.5953 -2.8120  -0.53
8 F -2.1068 0.3717 2.2529  -0.22
9 F -3.8191 -0.3090 1.1363  -0.21
10 F -1.9834 -1.2811 0.7892  -0.23
11 S 0.8446 0.1112 -1.5843  0.85
12 H 3.1663 -0.2472 1.3336  0.30
13 H 2.2331 0.8601 0.4540  0.19
14 H 2.2490 -2.0933 -0.6082  0.36

Forces on atoms 1 to 2 (eV/Å):
-1.5 1.3 -1.2
-0.3 1.2 0.0

HOMO level (spin up / spin down)	-9.771 / -9.365	eV
frontier orbital gap (spin up / spin down)	7.7043 / 8.0020	eV
calculated total energy	-29321.5876	eV
charge	0
energy relative to the best compared isomer or geometry (same formula, charge and spin)	299.99	kJ/mol
LUMO (spin up / spin down)	-0.07593 / -0.05007	Ha

=====

Computed, not measured: one molecule with the formula C4H3F5O3S in a non-equilibrium geometry, with the ωB97M-V functional and the def2-TZVPD basis.

Last column: Mulliken charge in e.
Geometry (Å):
1 C -0.5349 -0.6054 -0.1822  0.02
2 C 0.0633 0.2455 -1.4227  0.99
3 C -1.8548 -0.4533 0.0328  -1.36
4 C 0.3827 -1.4731 0.5176  1.06
5 O 0.4498 1.0947 1.3124  -0.47
6 O 1.9283 2.9028 0.5066  -0.51
7 O 0.6704 1.4359 -1.0775  -0.39
8 F 1.0227 -0.6061 -1.9666  -0.28
9 F -1.0086 0.5202 -2.2251  -0.28
10 F 1.6560 -1.1671 0.4316  -0.23
11 F 0.1949 -1.5265 1.8839  -0.27
12 F 0.2283 -2.7778 0.1096  -0.26
13 S 1.7066 1.5223 0.3331  0.82
14 H -2.2372 -1.0361 0.8512  0.32
15 H -2.3896 0.1648 -0.5897  0.46
16 H -0.2777 1.7593 1.4851  0.37

Forces on atoms 1 to 2 (eV/Å):
-2.1 2.8 -3.0
0.0 -1.5 2.8

HOMO level	-11.003	eV
frontier orbital gap	11.1824	eV
calculated total energy	-34760.0396	eV
charge	0
energy relative to the best compared isomer or geometry (same formula, charge and spin)	0.00	kJ/mol
LUMO	0.00661	Ha

=====

Computed, not measured: C4H3FGaO5 as an isolated structure in a non-equilibrium geometry, with the ωB97M-V functional and the def2-TZVPD basis.

Last column: Mulliken charge in e.
Geometry (Å):
1 O -0.0871 -3.1387 1.5291  -0.26
2 C -0.1202 -4.0798 2.2228  0.87
3 O -0.1130 -5.0485 2.8283  0.04
4 O -0.3431 -0.4341 -0.3519  0.10
5 C 0.3664 3.2583 -0.9930  0.60
6 C 0.1846 0.5108 -1.0050  0.27
7 O 0.4416 4.3141 -0.5130  -0.04
8 O -0.2662 2.7046 -1.9467  -0.12
9 C -0.7916 1.3159 -1.8505  -0.31
10 Ga 0.0265 -1.5743 0.6982  1.09
11 F 1.2463 0.1683 -1.7680  -0.20
12 H 0.7059 1.8061 -0.3727  0.23
13 H -1.7475 1.4126 -1.3186  0.40
14 H -0.8524 0.9242 -2.8692  0.34

Forces on atoms 1 to 2 (eV/Å):
0.1 4.1 -2.7
0.2 -6.6 4.1

HOMO level (spin up / spin down)	-23.861 / -23.861	eV
frontier orbital gap (spin up / spin down)	6.6994 / 6.6999	eV
calculated total energy	-69485.9888	eV
charge	+3
LUMO (spin up / spin down)	-0.63066 / -0.63066	Ha